Record 1
{"formula": "C5H7I", "method": "ωB97M-V with the def2-TZVPD basis set", "elements": ["C", "C", "C", "C", "C", "I", "H", "H", "H", "H", "H", "H", "H"], "positions_angstrom": [[0.656, 1.534, 0.150], [0.280, 1.254, -1.100], [0.050, 0.551, 1.074], [-0.661, -0.221, -0.089], [-0.124, -1.623, -0.454], [-2.760, 0.007, -0.096], [1.548, 2.087, 0.573], [0.598, 1.591, -2.010], [0.865, -0.120, 1.472], [-0.638, 0.735, 1.881], [0.207, -2.107, 0.495], [0.799, -1.578, -0.847], [-0.819, -2.110, -1.049]], "nbo_charge": [-0.2196, -0.1592, -0.5192, -0.0596, -0.6745, 0.1470, 0.1928, 0.1961, 0.2030, 0.2271, 0.2155, 0.2245, 0.2261], "lumo_energy_ev": 0.64, "spin_multiplicity": 1, "relative_energy_kj_mol": 228.2, "energy_ev": -13395.116}

=====

Record 2
{"formula": "C60H135N5O10", "method": "ωB97M-V with the def2-TZVPD basis set", "elements": ["C", "C", "C", "C", "C", "C", "C", "C", "C", "N", "O", "H", "H", "H", "H", "H", "H", "H", "H", "H", "H", "H", "H", "H", "H", "H", "H", "H", "H", "H", "C", "C", "C", "C", "C", "C", "C", "C", "C", "N", "O", "H", "H", "H", "H", "H", "H", "H", "H", "H", "H", "H", "H", "H", "H", "H", "H", "H", "H", "H", "C", "C", "C", "C", "C", "C", "C", "C", "C", "N", "O", "H", "H", "H", "H", "H", "H", "H", "H", "H", "H", "H", "H", "H", "H", "H", "H", "H", "H", "H", "C", "C", "C", "C", "C", "C", "C", "C", "C", "N", "O", "H", "H", "H", "H", "H", "H", "H", "H", "H", "H", "H", "H", "H", "H", "H", "H", "H", "H", "H", "C", "C", "C", "C", "C", "C", "C", "C", "C", "N", "O", "H", "H", "H", "H", "H", "H", "H", "H", "H", "H", "H", "H", "H", "H", "H", "H", "H", "H", "H", "C", "C", "C", "O", "H", "H", "H", "H", "H", "H", "H", "H", "C", "C", "C", "O", "H", "H", "H", "H", "H", "H", "H", "H", "C", "C", "C", "O", "H", "H", "H", "H", "H", "H", "H", "H", "C", "C", "C", "O", "H", "H", "H", "H", "H", "H", "H", "H", "C", "C", "C", "O", "H", "H", "H", "H", "H", "H", "H", "H"], "positions_angstrom": [[-6.104, -1.259, 32.659], [-6.546, -1.407, 34.148], [-7.081, -2.801, 34.346], [-5.249, -1.157, 35.011], [-4.786, 0.335, 35.347], [-5.971, 1.267, 35.698], [-7.270, 1.026, 34.877], [-8.338, 1.632, 35.838], [-7.314, 1.903, 33.606], [-7.535, -0.410, 34.542], [-8.739, -0.663, 34.014], [-6.985, -1.137, 32.029], [-5.456, -0.392, 32.534], [-5.527, -2.128, 32.341], [-6.206, -3.448, 34.407], [-7.696, -2.939, 35.235], [-7.686, -3.203, 33.533], [-5.293, -1.718, 35.944], [-4.338, -1.507, 34.525], [-4.091, 0.343, 36.188], [-4.296, 0.735, 34.459], [-5.553, 2.265, 35.567], [-6.168, 1.242, 36.770], [-8.297, 2.700, 36.052], [-8.573, 1.021, 36.709], [-9.295, 1.720, 35.323], [-7.238, 2.948, 33.904], [-8.220, 1.789, 33.010], [-6.390, 1.682, 33.071], [-9.228, -0.769, 34.834], [-5.489, -8.645, 24.372], [-6.419, -8.580, 23.120], [-6.544, -7.087, 22.758], [-5.574, -9.317, 21.978], [-5.473, -10.821, 22.034], [-6.937, -11.284, 22.069], [-7.803, -10.770, 23.291], [-9.272, -11.073, 23.013], [-7.456, -11.568, 24.537], [-7.662, -9.289, 23.407], [-8.395, -8.792, 24.474], [-5.226, -9.644, 24.720], [-4.640, -7.961, 24.360], [-6.022, -8.161, 25.190], [-6.408, -6.457, 23.637], [-5.709, -6.745, 22.146], [-7.432, -6.913, 22.151], [-6.187, -9.042, 21.119], [-4.541, -8.975, 21.906], [-4.997, -11.235, 21.146], [-4.818, -11.248, 22.794], [-6.881, -12.363, 22.214], [-7.446, -11.100, 21.123], [-9.540, -12.128, 22.960], [-9.441, -10.752, 21.985], [-9.960, -10.591, 23.708], [-7.740, -12.615, 24.439], [-8.075, -11.205, 25.357], [-6.392, -11.427, 24.727], [-7.974, -9.188, 25.241], [0.371, -5.820, 39.391], [-0.079, -5.752, 37.954], [-0.740, -4.381, 37.706], [1.192, -5.772, 37.097], [0.940, -6.091, 35.560], [0.223, -7.376, 35.411], [-1.133, -7.500, 36.228], [-2.216, -6.665, 35.496], [-1.506, -8.936, 36.302], [-0.979, -6.913, 37.617], [-2.105, -7.092, 38.341], [-0.535, -5.948, 39.983], [0.962, -6.735, 39.421], [0.996, -4.989, 39.720], [-1.581, -4.469, 38.393], [-0.171, -3.477, 37.924], [-1.241, -4.337, 36.739], [1.746, -4.835, 37.163], [1.804, -6.617, 37.412], [0.332, -5.284, 35.152], [1.848, -6.044, 34.960], [0.827, -8.164, 35.861], [-0.009, -7.638, 34.378], [-2.983, -6.321, 36.190], [-2.845, -7.260, 34.835], [-1.919, -5.812, 34.884], [-1.793, -9.352, 35.337], [-2.316, -9.049, 37.023], [-0.675, -9.562, 36.626], [-1.838, -7.867, 38.840], [-16.717, -12.930, 28.292], [-16.231, -11.446, 28.246], [-14.877, -11.326, 28.979], [-16.149, -11.122, 26.760], [-16.207, -9.577, 26.474], [-17.430, -8.971, 27.151], [-17.534, -9.315, 28.715], [-16.502, -8.349, 29.460], [-18.991, -8.967, 29.267], [-17.275, -10.735, 28.956], [-17.403, -11.101, 30.326], [-16.541, -13.446, 29.236], [-17.783, -12.931, 28.065], [-16.277, -13.648, 27.601], [-14.522, -10.314, 29.170], [-14.868, -11.973, 29.856], [-14.057, -11.716, 28.376], [-15.188, -11.574, 26.515], [-16.954, -11.614, 26.214], [-15.327, -9.132, 26.936], [-16.170, -9.381, 25.402], [-18.262, -9.388, 26.583], [-17.407, -7.894, 26.988], [-16.111, -8.751, 30.395], [-17.034, -7.439, 29.737], [-15.640, -8.031, 28.873], [-19.101, -8.807, 30.340], [-19.601, -9.836, 29.022], [-19.486, -8.093, 28.844], [-18.218, -11.608, 30.297], [-9.966, -2.404, 27.159], [-10.701, -2.144, 25.769], [-9.739, -1.610, 24.723], [-11.148, -3.546, 25.218], [-12.374, -4.150, 25.801], [-13.523, -3.144, 25.973], [-13.102, -1.819, 26.737], [-14.346, -0.843, 26.585], [-12.986, -2.164, 28.251], [-11.914, -1.289, 26.090], [-11.604, 0.001, 26.554], [-9.116, -3.065, 26.993], [-9.532, -1.456, 27.475], [-10.540, -2.724, 28.028], [-8.840, -2.198, 24.540], [-10.181, -1.561, 23.727], [-9.417, -0.591, 24.941], [-11.280, -3.499, 24.137], [-10.350, -4.280, 25.328], [-12.646, -5.030, 25.218], [-12.181, -4.476, 26.822], [-14.343, -3.701, 26.427], [-13.866, -2.859, 24.979], [-15.269, -1.325, 26.905], [-14.537, -0.547, 25.554], [-14.113, 0.056, 27.156], [-12.311, -1.438, 28.702], [-12.451, -3.099, 28.418], [-13.941, -2.218, 28.774], [-12.124, 0.597, 26.009], [-7.602, -9.046, 36.237], [-8.611, -10.181, 36.454], [-9.946, -9.911, 35.796], [-8.071, -11.312, 35.790], [-7.199, -8.947, 35.229], [-6.673, -9.015, 36.807], [-8.087, -8.095, 36.455], [-8.869, -10.391, 37.492], [-10.651, -10.724, 35.967], [-9.866, -9.810, 34.713], [-10.445, -9.094, 36.316], [-8.546, -12.098, 36.069], [-3.165, -10.671, 30.309], [-2.608, -12.042, 30.357], [-2.196, -12.520, 31.716], [-3.547, -12.910, 29.761], [-3.436, -10.333, 29.309], [-2.423, -9.922, 30.586], [-4.052, -10.613, 30.939], [-1.748, -12.085, 29.688], [-1.352, -11.935, 32.084], [-1.845, -13.549, 31.633], [-3.047, -12.504, 32.397], [-4.331, -12.794, 30.303], [-7.750, -15.686, 31.584], [-8.318, -14.274, 31.189], [-9.717, -14.135, 31.758], [-7.477, -13.187, 31.603], [-8.247, -16.568, 31.180], [-7.691, -15.767, 32.670], [-6.755, -15.670, 31.139], [-8.371, -14.128, 30.110], [-10.227, -13.179, 31.648], [-9.672, -14.269, 32.838], [-10.477, -14.838, 31.415], [-7.500, -13.077, 32.557], [-12.564, -3.570, 35.853], [-13.309, -3.297, 34.468], [-13.550, -4.616, 33.688], [-14.465, -2.525, 34.540], [-13.293, -4.143, 36.427], [-12.367, -2.634, 36.376], [-11.639, -4.128, 35.704], [-12.690, -2.733, 33.771], [-14.283, -5.204, 34.241], [-12.627, -5.195, 33.711], [-14.013, -4.400, 32.725], [-14.350, -1.818, 35.179], [-9.724, -7.545, 30.019], [-8.355, -7.393, 29.266], [-7.332, -6.460, 29.940], [-7.847, -8.629, 28.972], [-10.196, -6.565, 29.957], [-9.468, -7.829, 31.039], [-10.292, -8.307, 29.485], [-8.499, -6.935, 28.288], [-7.060, -6.917, 30.892], [-7.819, -5.503, 30.125], [-6.433, -6.353, 29.332], [-7.610, -9.037, 29.808]], "lowdin_charge": [-0.0294, -0.5008, -0.0464, -0.1058, -0.1529, -0.1444, -0.4536, -0.0652, -0.0320, -0.1605, 0.0037, 0.0828, 0.0664, 0.0798, 0.0844, 0.0854, 0.0813, 0.1052, 0.1032, 0.1030, 0.0944, 0.1138, 0.1056, 0.0867, 0.0836, 0.0691, 0.0778, 0.0846, 0.0715, 0.1080, -0.0471, -0.4670, -0.0310, -0.1398, -0.1933, -0.1229, -0.4968, -0.0474, -0.0372, -0.1165, -0.0038, 0.0698, 0.0829, 0.0678, 0.0760, 0.0766, 0.0869, 0.1160, 0.1175, 0.1087, 0.1081, 0.1112, 0.1147, 0.0829, 0.0780, 0.0838, 0.0895, 0.0825, 0.0731, 0.0753, -0.0417, -0.5203, -0.0320, -0.1199, -0.1821, -0.1491, -0.4660, -0.0361, -0.0492, -0.1341, -0.0148, 0.0814, 0.0832, 0.0938, 0.0773, 0.0869, 0.0680, 0.1187, 0.1078, 0.0959, 0.1093, 0.1094, 0.1238, 0.0765, 0.0713, 0.0731, 0.0905, 0.0832, 0.0855, 0.1097, -0.0460, -0.5160, -0.0225, -0.1212, -0.1714, -0.1289, -0.4178, -0.0352, -0.0375, -0.1449, -0.0003, 0.0731, 0.0846, 0.0795, 0.0730, 0.0779, 0.0767, 0.1141, 0.1152, 0.0956, 0.1078, 0.1116, 0.1147, 0.0722, 0.0685, 0.0619, 0.0712, 0.0713, 0.0733, 0.0993, -0.0218, -0.4227, -0.0477, -0.1603, -0.2029, -0.1296, -0.4728, -0.0368, -0.0400, -0.1088, -0.0157, 0.0741, 0.0748, 0.0546, 0.0882, 0.0800, 0.0781, 0.1119, 0.1189, 0.1158, 0.0982, 0.1154, 0.1099, 0.0791, 0.0759, 0.0727, 0.0795, 0.0528, 0.0823, 0.0969, -0.0516, -0.4880, -0.0753, -0.0640, 0.0788, 0.0713, 0.0733, 0.1338, 0.0739, 0.0855, 0.0791, 0.0843, -0.0698, -0.5498, -0.0554, -0.0408, 0.0841, 0.0818, 0.0842, 0.1391, 0.0812, 0.0818, 0.0826, 0.0772, -0.0466, -0.4666, -0.0808, -0.0574, 0.0747, 0.0734, 0.0689, 0.1332, 0.0744, 0.0717, 0.0792, 0.0788, -0.0372, -0.5011, -0.0539, -0.0420, 0.0738, 0.0626, 0.0685, 0.1181, 0.0727, 0.0749, 0.0768, 0.0878, -0.0321, -0.5417, -0.0501, -0.0394, 0.0708, 0.0719, 0.0760, 0.1284, 0.0719, 0.0757, 0.0782, 0.0913], "lumo_energy_ev": 0.15, "spin_multiplicity": 1, "smiles": "CC1(C)CCCC(C)(C)N1O.CC1(C)CCCC(C)(C)N1O.CC1(C)CCCC(C)(C)N1O.CC1(C)CCCC(C)(C)N1O.CC1(C)CCCC(C)(C)N1O.CC(C)O.CC(C)O.CC(C)O.CC(C)O.CC(C)O", "relative_energy_kj_mol": 1043.3, "energy_ev": -92323.521}

=====

Record 3
{"formula": "C4H7CuO2", "method": "ωB97M-V with the def2-TZVPD basis set", "elements": ["O", "C", "O", "Cu", "C", "C", "H", "H", "H", "H", "C", "H", "H", "H"], "positions_angstrom": [[2.095, -0.552, 1.484], [1.759, 0.430, 0.781], [0.473, 0.819, 0.870], [4.152, -0.061, 0.574], [-3.134, -0.494, -0.254], [-3.709, 0.521, 0.439], [-3.168, -1.514, 0.140], [-2.538, -0.282, -1.146], [-4.435, 0.305, 1.226], [-3.802, 1.511, -0.016], [-0.482, -0.046, 1.485], [-0.424, -1.054, 1.053], [-1.477, 0.576, 1.532], [-0.263, -0.180, 2.553]], "nbo_charge": [-0.8335, 0.3178, -0.5621, 0.7898, -0.3653, -0.4152, 0.1935, 0.1989, 0.1941, 0.1968, -0.3020, 0.1926, 0.2157, 0.1791], "lumo_energy_ev": [-1.63, -1.63], "spin_multiplicity": 1, "relative_energy_kj_mol": 199.7, "energy_ev": -52991.159}

=====

Record 4
{"formula": "C3H9O2S", "method": "ωB97M-V with the def2-TZVPD basis set", "elements": ["C", "O", "C", "C", "S", "H", "H", "H", "H", "H", "H", "H", "H", "H", "O"], "positions_angstrom": [[0.344, -0.006, 0.646], [1.374, 0.341, -0.148], [-0.605, -1.053, 0.017], [-1.174, -0.506, -1.264], [-2.197, -1.741, -2.216], [0.609, -0.334, 1.693], [-0.332, 0.848, 0.922], [-1.396, -1.339, 0.729], [-0.040, -1.963, -0.204], [-1.834, 0.345, -1.178], [-0.376, -0.277, -1.956], [-3.287, -1.642, -1.452], [3.684, 2.550, 1.795], [2.495, 2.118, 0.918], [2.735, 2.660, 1.698]], "nbo_charge": [-0.0059, -0.9738, -0.4505, -0.4524, -0.1365, 0.0800, 0.0618, 0.1680, 0.1895, 0.1977, 0.2380, 0.0977, 0.4480, 0.5164, -0.9780], "lumo_energy_ev": 3.23, "spin_multiplicity": 1, "relative_energy_kj_mol": 69.7, "total_charge": -1, "energy_ev": -18187.200}